Below is an isolated ion of composition H2O4PS and charge -1 at a distorted geometry, with properties calculated with ωB97M-V with the def2-TZVPD basis set.

Properties
F_max = 2.4 eV Å⁻¹
Net charge = -1
HOMO-LUMO gap = 9.2 eV
Relative energy (zero: lowest compared OMol25 entry of this formula, charge and spin) = 14.84 kcal/mol

```
8
Properties=species:S:1:pos:R:3:forces:R:3
O 0.6539 1.6303 -0.5976 -2.4 0.4 -0.1
O 2.7523 -1.3832 0.6308 0.1 -1.3 0.5
O 3.2257 1.0005 0.6738 -0.3 -0.5 -0.5
O 2.8148 -0.1587 -1.4887 -0.4 0.1 1.2
P 0.5655 0.3912 0.2184 2.0 0.9 -0.6
S 2.5856 -0.1146 -0.0356 1.7 0.2 -0.3
H -0.1677 -0.7714 0.0041 -0.6 -0.2 -0.7
H 0.2942 0.5008 1.5771 -0.1 0.2 0.5
```
Positions in Å, forces in eV/Å.